Record 1
Density functional theory data (ωB97M-V/def2-TZVPD) for C4H7NO as an isolated structure.

For the lowest unoccupied orbital energy, the calculation gives 0.77 eV. The charge is 0. The calculation puts the largest force on an atom at 0.62 eV Å⁻¹. As for the total energy: -7795.6130 eV. The calculation puts the HOMO energy at -7.3 eV. The calculation puts the energy above the lowest of the compared OMol25 structures with the same formula, charge and spin at 93.0 kcal/mol. The calculation puts the HOMO-LUMO gap at 8.1 eV.

Last column: Löwdin charge in e.
Atoms and positions in Å:
C 0.62708 -0.22200 1.53967  -0.03
C 0.73710 -0.25823 -0.97047  -0.11
C -0.73512 -0.65040 -1.22308  -0.13
C -1.00175 0.53056 -0.35693  -0.42
O -1.70081 1.50614 -0.38578  0.10
N 0.35507 0.52125 0.29943  -0.13
H 1.68852 -0.47739 1.52602  0.09
H 0.36556 0.37642 2.41551  0.09
H 0.04974 -1.14540 1.52455  0.10
H 1.10247 0.47675 -1.68785  0.06
H -1.14522 -0.50886 -2.22714  0.11
H -1.03965 -1.63091 -0.84259  0.09
H 0.69701 1.48206 0.38867  0.17



Record 2
Density functional theory data (ωB97M-V/def2-TZVPD) for C9H28BCl2CrO9S3 as an isolated structure in a non-equilibrium geometry.

For the lowest unoccupied orbital energy (alpha / beta), the calculation gives 2.25 / 2.25 eV. The charge is -1. The calculation puts the largest force on an atom at 1.57 eV Å⁻¹. As for the spin multiplicity: 5. As for the total energy: -114865.1584 eV. The calculation puts the HOMO energy (alpha / beta) at -3.9 / -5.3 eV. The calculation puts the energy above the lowest of the compared OMol25 structures with the same formula, charge and spin at 6.2 kcal/mol. The calculation puts the HOMO-LUMO gap (alpha / beta) at 6.2 / 7.6 eV.

Last column: Mulliken spin population.
Atoms and positions in Å:
Cr 8.98209 24.24026 3.66373  3.93
Cl 8.66863 26.12461 1.98862  0.04
Cl 11.13180 24.57680 4.77505  0.01
B 7.61209 25.28787 5.20204  -0.04
H 7.05191 25.40481 6.25980  -0.01
H 7.83568 24.10456 5.17640  0.00
H 6.89013 25.56211 4.27416  0.02
H 8.60278 25.95822 5.15198  0.01
O 9.51479 19.61133 4.28960  0.00
S 9.71828 20.84095 4.99580  0.02
O 9.09489 22.04778 4.59485  0.02
O 9.30698 20.64743 6.53288  0.00
C 9.16321 19.29668 7.00649  0.00
C 7.76494 18.75720 6.79937  0.00
C 11.42773 21.18477 5.20067  0.00
H 9.36802 19.34271 8.07561  0.00
H 9.90508 18.64033 6.55048  0.00
H 7.33744 18.89881 5.81240  0.00
H 7.08432 19.15040 7.55994  0.00
H 7.77011 17.69318 7.06395  0.00
H 11.93855 20.34122 5.66611  0.00
H 11.46567 22.05338 5.85550  0.00
H 11.89509 21.38035 4.23744  0.00
O 11.88665 21.76100 1.43732  0.00
S 10.57735 22.22345 1.15797  0.00
O 9.89943 23.02075 2.11463  -0.01
O 10.62647 23.01554 -0.20386  0.00
C 9.50465 23.89857 -0.47364  0.00
C 9.99153 24.97035 -1.42901  0.00
C 9.54407 20.83937 0.74318  0.00
H 9.02580 24.32298 0.40992  0.00
H 8.73838 23.30147 -0.98755  0.00
H 10.80349 25.50793 -0.94499  0.00
H 9.18189 25.66694 -1.64898  0.00
H 10.24674 24.50784 -2.38299  0.00
H 9.39610 20.31892 1.69108  0.00
H 10.17209 20.18432 0.14465  0.00
H 8.63910 21.24196 0.30129  0.00
O 6.30053 21.65781 0.96953  0.00
S 6.05314 22.73261 1.88348  0.01
O 7.14815 23.33490 2.54426  -0.01
O 5.28727 23.83161 1.08280  0.00
C 5.07424 25.13139 1.74713  -0.01
C 5.58837 26.26525 0.90061  0.00
C 4.85207 22.16510 3.08190  0.00
H 5.70923 25.08981 2.63639  0.01
H 4.01697 25.19371 1.99477  0.00
H 6.64251 26.10974 0.67509  0.00
H 5.52237 27.15621 1.53088  0.00
H 4.97974 26.47589 0.01961  0.00
H 5.26725 22.41552 4.05673  0.00
H 4.71810 21.10103 2.92879  0.00
H 3.93910 22.72838 2.91253  0.00



Record 3
Density functional theory data (ωB97M-V/def2-TZVPD) for a 11-piece molecular cluster, C19H60N6O19 overall in a non-equilibrium geometry.

For the lowest unoccupied orbital energy, the calculation gives -0.27 eV. The charge is 0. As for the SMILES: NC(N)=O.NC(N)=O.NC(N)=O.OCCO.OCCO.OCCO.OCCO.OCCO.OCCO.OCCO.OCCO. The calculation puts the largest force on an atom at 8.44 eV Å⁻¹. As for the total energy: -68515.1052 eV. The calculation puts the HOMO energy at -9.0 eV. The calculation puts the energy above the lowest of the compared OMol25 structures with the same formula, charge and spin at 83.2 kcal/mol. The calculation puts the HOMO-LUMO gap at 8.8 eV.

Last column: Löwdin charge in e.
Atoms and positions in Å:
N 12.26249 6.79829 15.94612  0.19
C 11.52841 7.50782 15.20625  -0.84
N 11.28279 6.84500 14.14588  0.20
O 10.99877 8.51286 15.57892  0.05
H 12.66943 7.27944 16.73542  0.09
H 12.64889 5.89177 15.72473  0.13
H 10.55093 7.16456 13.52753  0.08
H 11.84869 6.02859 13.96327  0.12
N 11.24947 13.08386 16.97403  0.21
C 10.28903 12.69747 16.29762  -0.78
N 9.89808 11.46019 16.49949  0.19
O 9.72994 13.41240 15.45700  0.02
H 11.62773 12.48813 17.69661  0.11
H 11.60312 14.02529 16.88049  0.14
H 9.03879 11.26374 16.00641  0.11
H 9.98769 11.10720 17.44154  0.12
N 12.73819 10.88071 14.51247  0.21
C 12.59466 11.15983 13.22589  -0.71
N 11.69762 10.38038 12.74013  0.20
O 13.27725 11.89936 12.52747  0.02
H 11.99222 10.33282 14.91676  0.06
H 13.55917 11.10137 15.05782  0.10
H 11.08868 9.77459 13.27146  0.10
H 11.64193 10.46192 11.73497  0.07
O 14.12861 12.02599 18.18763  -0.09
C 15.50548 12.23617 17.94654  -0.24
C 15.70805 12.99400 16.63595  -0.21
O 15.49973 14.41374 16.79063  -0.06
H 14.05221 11.72719 19.09675  0.04
H 16.03476 12.84743 18.67753  0.13
H 15.99194 11.26130 17.91388  0.11
H 15.11941 12.58990 15.81236  0.10
H 16.76983 12.99951 16.38958  0.12
H 14.66663 14.51398 17.25699  0.07
O 8.93500 7.93516 12.37148  -0.10
C 7.88183 7.63126 13.30028  -0.21
C 6.98487 6.56766 12.76027  -0.26
O 6.29308 6.93427 11.57731  -0.03
H 8.93092 7.32465 11.63063  0.07
H 8.45907 7.46194 14.20924  0.12
H 7.18733 8.46044 13.43537  0.12
H 6.32156 6.18299 13.53496  0.13
H 7.51855 5.64493 12.53254  0.12
H 6.91995 7.30363 10.95105  0.07
O 11.71598 16.92397 10.01539  -0.05
C 11.08832 15.71602 9.65586  -0.25
C 11.85397 14.41530 9.96283  -0.25
O 12.47203 14.38801 11.23698  -0.07
H 11.77180 16.93479 10.97370  0.08
H 10.13431 15.69117 10.18249  0.10
H 10.71733 15.70668 8.63098  0.12
H 12.66220 14.28755 9.24273  0.11
H 11.16652 13.57758 9.84559  0.10
H 12.63031 13.46342 11.44109  0.03
O 15.79850 8.30774 10.11136  -0.06
C 14.44450 8.57867 10.60024  -0.21
C 13.75248 7.49928 11.43672  -0.19
O 14.48366 7.54089 12.73031  -0.08
H 16.17232 9.12931 9.78442  0.07
H 14.38996 9.53199 11.12590  0.10
H 13.84022 8.70086 9.70135  0.10
H 13.83426 6.49199 11.02835  0.11
H 12.68002 7.68867 11.48196  0.09
H 14.03979 6.85625 13.23612  0.04
O 8.69151 13.17809 11.40999  -0.06
C 9.32736 12.26904 12.32591  -0.23
C 8.35506 11.60120 13.27680  -0.28
O 7.63095 12.53109 14.03041  -0.05
H 8.61063 14.04406 11.81637  0.08
H 9.70438 11.51033 11.64011  0.09
H 10.16605 12.72806 12.84937  0.11
H 8.78762 10.73047 13.76957  0.09
H 7.66842 11.04206 12.64121  0.11
H 8.28409 12.85846 14.65317  0.01
O 13.79469 10.32992 20.03946  -0.09
C 14.63011 9.17393 19.74097  -0.20
C 13.98250 8.35759 18.65405  -0.20
O 13.95724 9.01778 17.33319  -0.07
H 13.51350 10.03606 20.90904  0.10
H 15.62372 9.58309 19.55816  0.12
H 14.65040 8.50939 20.60472  0.13
H 13.00075 8.10170 19.05254  0.12
H 14.53471 7.42214 18.56410  0.12
H 13.91225 9.95347 17.54310  0.04
O 11.22691 10.09712 10.00726  -0.12
C 10.68175 9.03880 9.18583  -0.18
C 9.23743 9.42576 8.90018  -0.19
O 8.74865 8.86824 7.63314  -0.08
H 11.95974 10.50641 9.54139  0.09
H 11.32876 9.05842 8.30885  0.13
H 10.81000 8.18062 9.84551  0.11
H 9.15015 10.48626 8.66392  0.12
H 8.53773 9.30614 9.72735  0.11
H 9.20510 9.39081 6.96968  0.07
O 16.13080 11.72282 12.00170  -0.06
C 16.83721 10.78222 12.75999  -0.26
C 18.26586 10.61538 12.21685  -0.21
O 18.43334 10.36036 10.80160  -0.08
H 15.30033 11.83692 12.46957  0.04
H 16.95265 11.10621 13.79431  0.11
H 16.27598 9.84831 12.79051  0.10
H 18.87924 9.86287 12.71243  0.12
H 18.74567 11.58703 12.33425  0.11
H 18.18117 11.18016 10.37038  0.07



Record 4
Density functional theory data (ωB97M-V/def2-TZVPD) for one molecule with the formula C5H5NO in a non-equilibrium geometry.

For the lowest unoccupied orbital energy (alpha / beta), the calculation gives 0.06 / 0.06 eV. The charge is 0. The calculation puts the largest force on an atom at 1.05 eV Å⁻¹. As for the total energy: -8799.4803 eV. The calculation puts the HOMO energy (alpha / beta) at -8.0 / -8.0 eV. The calculation puts the energy above the lowest of the compared OMol25 structures with the same formula, charge and spin at 90.8 kcal/mol. The calculation puts the HOMO-LUMO gap (alpha / beta) at 8.0 / 8.0 eV.

Last column: Löwdin charge in e.
Atoms and positions in Å:
O 0.87952 0.22055 2.10534  0.12
C 0.08408 0.38364 1.06439  -0.13
C -0.47802 -0.65086 0.31715  -0.23
C -1.18844 -0.12569 -0.93752  -0.09
C 0.23694 -0.37138 -1.01178  -0.16
C 1.30273 0.49372 -1.31681  -0.28
N 2.19888 1.17002 -1.63266  0.11
H -0.02672 1.42515 0.78565  0.16
H -0.59639 -1.66157 0.70321  0.14
H -1.62375 0.87584 -0.87508  0.11
H -1.84893 -0.87555 -1.37448  0.11
H 0.96217 -0.71762 2.33048  0.14



Record 5
Density functional theory data (ωB97M-V/def2-TZVPD) for a 3-piece molecular cluster, C17H26FN4O2 overall in a non-equilibrium geometry.

For the lowest unoccupied orbital energy, the calculation gives -2.84 eV. The charge is +1. The calculation puts the largest force on an atom at 1.42 eV Å⁻¹. As for the total energy: -30817.2121 eV. The calculation puts the HOMO energy at -11.6 eV. The calculation puts the HOMO-LUMO gap at 8.7 eV.

Last column: Löwdin charge in e.
Atoms and positions in Å:
C 3.18640 0.85667 0.03140  -0.03
C 2.53323 2.18885 0.33131  -0.21
C 3.34008 3.30324 0.57815  -0.03
C 2.81190 4.56356 0.82518  -0.06
C 1.43055 4.72253 0.83115  -0.07
C 0.60736 3.62026 0.60347  -0.04
C 1.14065 2.35782 0.34351  -0.16
C 0.26412 1.15337 0.07063  -0.03
N -1.16278 1.46346 0.31075  0.03
C -2.06933 2.03350 -0.55695  -0.01
C -3.21908 2.16677 0.13936  -0.04
N -3.01243 1.66245 1.39088  0.21
C -1.75521 1.23394 1.46009  -0.33
F -1.20697 0.69227 2.47731  0.26
H 4.01187 1.04792 -0.64322  0.10
H 2.48357 0.21197 -0.47589  0.05
H 3.56119 0.36236 0.92063  0.09
H 4.41453 3.18957 0.57797  0.12
H 3.43333 5.42538 1.00386  0.11
H 0.98165 5.68518 1.00935  0.11
H -0.45649 3.80280 0.64285  0.10
H 0.32601 0.86608 -0.97607  0.15
H 0.55293 0.30481 0.67816  0.13
H -1.84452 2.30037 -1.56931  0.16
H -4.13594 2.59732 -0.21090  0.15
H -3.67392 1.61547 2.15185  0.20
C -4.19071 0.04845 -2.73686  -0.36
O -4.47530 0.41372 -3.85628  0.04
N -4.34906 -1.20539 -2.26786  -0.19
C -3.98589 -1.58022 -0.91848  -0.05
C -4.90715 -2.21412 -3.15943  -0.03
H -3.76438 0.74489 -1.99457  0.09
H -3.22573 -2.36452 -0.93366  0.09
H -4.85970 -1.94945 -0.37765  0.09
H -3.58667 -0.71422 -0.39003  0.06
H -4.27567 -2.32344 -4.04049  0.10
H -5.90065 -1.91189 -3.48871  0.10
H -4.97087 -3.16501 -2.63738  0.09
C 2.92517 -2.63445 0.16810  -0.37
O 3.71019 -2.04876 -0.55157  0.01
N 3.27061 -3.50202 1.13347  -0.20
C 2.28854 -4.17613 1.96058  -0.06
C 4.68537 -3.77367 1.34704  -0.03
H 1.82907 -2.49973 0.08187  0.13
H 2.44670 -3.92763 3.01163  0.09
H 2.37118 -5.25699 1.83800  0.09
H 1.28513 -3.86780 1.67283  0.08
H 5.20877 -2.85248 1.60255  0.09
H 5.12979 -4.17536 0.43699  0.10
H 4.79853 -4.49170 2.15437  0.09



Record 6
Density functional theory data (ωB97M-V/def2-TZVPD) for C32H45CaN2OPS as an isolated structure in a non-equilibrium geometry.

For the lowest unoccupied orbital energy, the calculation gives 0.29 eV. The charge is 0. The calculation puts the largest force on an atom at 3.32 eV Å⁻¹. As for the total energy: -77505.3456 eV. The calculation puts the HOMO energy at -6.7 eV. The calculation puts the energy above the lowest of the compared OMol25 structures with the same formula, charge and spin at 34.9 kcal/mol. The calculation puts the HOMO-LUMO gap at 7.0 eV.

Last column: Löwdin charge in e.
Atoms and positions in Å:
Ca 0.91728 0.68375 0.24957  1.23
C 5.21284 -1.59487 1.71390  -0.07
C 4.50911 -2.50843 0.72361  -0.40
C 3.40614 -3.27470 1.46250  -0.06
C 4.01252 -1.87178 -0.53788  -0.17
C 3.64448 -2.74876 -1.58483  -0.01
C 3.28365 -2.30170 -2.85530  -0.05
C 3.20726 -0.94118 -3.07514  -0.31
C 3.05679 -0.57050 -4.48656  -0.08
C 3.45652 -0.01771 -2.02164  -0.03
C 3.86490 -0.48857 -0.77607  -0.07
H 5.66387 -2.15792 2.51581  0.08
H 4.47000 -0.87910 2.11651  0.04
H 5.92936 -1.01116 1.17532  0.07
H 5.23922 -3.22312 0.41246  0.13
H 2.69933 -2.49965 1.96738  0.11
H 3.80660 -3.92578 2.22665  0.07
H 2.85974 -3.88700 0.75837  0.06
H 3.56019 -3.76170 -1.34210  0.09
H 2.94888 -2.93161 -3.68128  0.12
H 2.48350 -1.26693 -5.09861  0.08
H 3.95683 -0.47586 -5.03672  0.07
H 2.50896 0.39916 -4.63678  0.10
H 3.17720 1.03093 -2.15629  0.11
H 4.32373 0.17213 -0.11345  0.07
C -0.55197 -2.09129 -3.48994  -0.11
C -1.48129 -1.99565 -2.30506  -0.61
C -1.30296 -3.13108 -1.35078  -0.12
P -1.24376 -0.40504 -1.43472  0.99
C -1.49397 0.77889 -2.75650  -0.56
C -2.84254 0.60242 -3.47433  -0.11
C -1.34790 2.25351 -2.33979  -0.11
C -2.69316 -0.19988 -0.40472  -0.31
C -3.97300 -0.77227 -0.65678  -0.07
C -5.04489 -0.55452 0.18419  -0.32
C -6.22796 -1.41777 -0.00072  -0.08
C -4.91208 0.35097 1.28014  -0.01
C -3.62634 0.97416 1.50204  0.00
C -2.45348 0.70594 0.67790  -0.37
N -1.26633 1.28221 0.86854  -0.13
C -0.88709 1.87936 2.06663  -0.31
C -0.86880 1.18456 3.30437  -0.18
C -1.42357 -0.18812 3.55087  -0.04
C -0.17814 1.81624 4.37560  -0.02
C 0.38462 3.06212 4.30194  -0.32
C 0.98129 3.75419 5.52027  -0.04
C 0.34101 3.72275 3.11689  -0.04
C -0.37492 3.17746 2.01220  -0.23
C -0.55467 4.05561 0.80876  -0.05
H -0.55447 -3.17241 -3.80132  0.10
H 0.46650 -1.73936 -3.33995  0.05
H -0.93407 -1.51708 -4.29151  0.05
H -2.52027 -1.97391 -2.64388  0.08
H -0.26934 -3.26327 -1.07683  0.07
H -1.66877 -3.97817 -1.87930  0.07
H -2.00979 -2.87973 -0.49257  0.10
H -0.71386 0.45751 -3.49711  0.10
H -3.61503 1.03305 -2.80260  0.09
H -3.23166 -0.37987 -3.74524  0.07
H -2.87890 1.26275 -4.35474  0.08
H -2.02623 2.50038 -1.52506  0.06
H -1.70664 2.88856 -3.15443  0.08
H -0.35372 2.58551 -2.04707  0.06
H -4.05499 -1.54273 -1.39653  0.09
H -6.34957 -1.64522 -1.07798  0.08
H -7.10777 -0.93282 0.34477  0.06
H -6.09171 -2.41866 0.47680  0.09
H -5.75140 0.64901 1.95574  0.11
H -3.46413 1.67086 2.28540  0.09
H -0.63873 -0.90837 3.77427  0.08
H -1.78916 -0.65777 2.67595  0.05
H -2.19505 -0.12560 4.35213  0.11
H -0.23605 1.46004 5.38476  0.12
H 1.71033 2.99179 5.93234  0.10
H 0.13922 3.88543 6.20936  0.08
H 1.51170 4.70510 5.31099  0.08
H 0.67805 4.71241 3.07120  0.10
H -0.51996 5.11296 1.16154  0.09
H -1.43609 3.91424 0.17700  0.07
H 0.40435 3.95224 0.19412  0.09
O 2.65748 2.26747 0.53909  -0.72
S 2.95963 1.83228 1.92228  0.69
N 2.43310 0.46066 2.08188  -0.52